No. 1
{
  "formula": "C3H5N3OS",
  "method": "the ωB97M-V functional and the def2-TZVPD basis",
  "elements": ["H", "N", "C", "C", "N", "S", "C", "O", "N", "H", "H", "H", "H"],
  "positions_angstrom": [[1.4447, 0.7435, -2.9607], [0.5449, 0.9858, -2.6811], [0.2957, 0.2144, -1.5784], [-1.0564, 0.3757, -0.9813], [-1.6069, 0.4537, 0.2360], [-0.9121, 0.1375, 1.8061], [0.8382, -0.4878, 1.5244], [1.0963, -1.2517, 0.3577], [1.1736, -0.4933, -0.8881], [-1.4190, 1.0294, -1.8054], [0.9699, -0.9921, 2.4819], [1.3666, 0.4783, 1.4267], [2.2147, -0.6828, -1.3576]],
  "forces_ev_per_a": [[2.4, -0.1, -0.9], [-2.8, -2.9, 3.9], [-0.5, 2.3, -1.0], [-0.9, 2.5, 2.0], [2.2, -0.2, -2.1], [-0.5, -0.8, -2.5], [-0.8, 2.7, -0.9], [-1.1, 0.1, -1.2], [6.5, -2.2, 0.1], [-1.7, -0.8, 0.8], [0.8, -0.5, -0.6], [0.4, -0.7, 0.4], [-3.8, 0.7, 2.0]],
  "e_homo_ev": -8.908,
  "de_lowest_kj_mol": 568.3,
  "mol_weight_g_mol": 131.2,
  "lumo_ev": -0.163
}



No. 2
{
  "formula": "C3H5N3OS",
  "method": "the ωB97M-V functional and the def2-TZVPD basis",
  "elements": ["C", "C", "C", "N", "N", "N", "O", "S", "H", "H", "H", "H", "H"],
  "positions_angstrom": [[2.3713, -0.9813, 0.4412], [1.0517, -1.3382, 0.8156], [-0.0131, 0.2652, -0.7009], [2.7661, -0.1295, -0.3710], [-1.9979, 2.3164, -1.3241], [0.0249, -0.7559, 0.1559], [-2.5535, 0.2387, 0.1422], [-1.5510, 1.2905, -0.3023], [3.1814, -1.5758, 0.9996], [0.7245, -2.0925, 1.4368], [-2.1512, 2.0443, -2.2342], [-0.8410, -1.2936, 0.3028], [-1.0121, 2.0118, 0.6385]],
  "forces_ev_per_a": [[1.9, -1.2, 1.7], [-1.1, 1.9, -2.4], [0.2, 0.6, 0.2], [-0.3, 0.7, -0.5], [1.4, 0.7, 3.5], [-0.3, -0.8, 0.5], [2.2, 2.1, -0.1], [-2.6, -3.6, -2.5], [-0.8, 0.6, -0.8], [0.1, -1.7, 1.2], [-0.4, -1.1, -2.3], [-0.4, 0.9, 0.3], [0.1, 0.8, 1.2]],
  "e_homo_ev": [-8.885, -8.806],
  "de_lowest_kj_mol": 877.8,
  "mol_weight_g_mol": 131.2,
  "lumo_ev": [-0.877, -1.970]
}



No. 3
{
  "formula": "C3H5N3OS",
  "method": "the ωB97M-V functional and the def2-TZVPD basis",
  "elements": ["C", "N", "N", "C", "O", "C", "N", "S", "H", "H", "H", "H", "H"],
  "positions_angstrom": [[-0.6908, 0.5892, -1.6905], [0.4105, 1.0743, -1.2849], [0.5064, 1.3903, 0.0661], [0.0450, 0.7363, 1.1705], [0.2006, 1.1888, 2.2754], [-0.6269, -0.6201, 1.0254], [-0.1114, -1.7126, 0.6374], [1.4925, -1.7268, 0.0329], [-1.5660, 0.4246, -1.0704], [-0.7461, 0.3097, -2.7575], [1.1766, 2.1048, 0.2544], [-1.6328, -0.6954, 1.4367], [1.5424, -3.0631, -0.0954]],
  "forces_ev_per_a": [[0.3, -0.1, -0.7], [-0.3, -0.1, 0.2], [-0.2, -0.2, -0.5], [-0.3, -0.6, -0.5], [0.1, 0.2, 0.6], [0.0, -0.1, -0.1], [0.5, 0.1, -0.1], [-0.4, -0.1, 0.1], [0.0, 0.0, 0.1], [0.1, 0.2, 0.7], [0.4, 0.4, 0.1], [0.0, 0.1, 0.0], [-0.1, 0.1, 0.0]],
  "e_homo_ev": -9.412,
  "de_lowest_kj_mol": 282.4,
  "mol_weight_g_mol": 131.2,
  "lumo_ev": 0.408
}



No. 4
{
  "formula": "C3H5N3S",
  "method": "the ωB97M-V functional and the def2-TZVPD basis",
  "elements": ["H", "N", "C", "N", "C", "S", "C", "N", "H", "H", "H", "H"],
  "positions_angstrom": [[1.3645, 2.6709, -0.7473], [1.3011, 1.8462, -0.1219], [0.3883, 1.0623, -0.5027], [0.0989, -0.1218, 0.2081], [0.8295, -0.4391, 1.3397], [0.6675, -1.7360, 2.3052], [-0.9360, -0.9653, -0.2507], [-1.5905, -0.6498, -1.2892], [-2.3175, -1.3475, -1.4692], [-0.2796, 1.1649, -1.3645], [1.5550, 0.3281, 1.5261], [-1.0814, -1.8128, 0.3665]],
  "forces_ev_per_a": [[-0.1, -0.8, 0.5], [-0.1, 0.6, -0.5], [-0.2, 0.2, -0.3], [0.2, -0.5, 0.4], [-0.5, -0.3, -0.2], [0.0, 0.2, -0.2], [0.0, 1.3, -0.9], [-0.2, -0.5, 0.3], [0.3, 0.2, 0.0], [0.2, 0.1, 0.2], [0.4, 0.3, 0.1], [-0.1, -0.8, 0.6]],
  "e_homo_ev": -8.948,
  "de_lowest_kj_mol": 106.4,
  "mol_weight_g_mol": 115.2,
  "lumo_ev": -0.181
}



No. 5
{
  "formula": "C3H5N3S",
  "method": "the ωB97M-V functional and the def2-TZVPD basis",
  "elements": ["H", "N", "C", "C", "N", "C", "N", "S", "H", "H", "H", "H"],
  "positions_angstrom": [[-0.4903, 2.4551, 0.0386], [0.4112, 1.8794, -0.0761], [0.0195, 0.6392, -0.0416], [-1.3881, 0.0359, 0.0425], [-1.2398, -1.4391, -0.0518], [0.0428, -1.5963, -0.0428], [0.8595, -0.4934, -0.0728], [2.5609, -0.4654, 0.0144], [-1.9500, 0.2335, 1.0075], [-2.0388, 0.4283, -0.6962], [0.5549, -2.5760, -0.1125], [2.6582, 0.8988, -0.0092]],
  "forces_ev_per_a": [[1.9, -0.8, -0.4], [-2.1, -1.3, 0.4], [0.1, 1.2, 0.3], [-0.1, -0.7, 1.6], [1.8, 0.8, 0.2], [-0.5, -1.8, -0.6], [-1.2, 1.8, 0.1], [0.4, 0.4, 0.0], [1.0, 0.1, -0.8], [-0.5, 0.3, -1.1], [-0.6, 0.5, 0.2], [-0.3, -0.6, 0.0]],
  "e_homo_ev": -8.526,
  "de_lowest_kj_mol": 152.4,
  "mol_weight_g_mol": 115.2,
  "lumo_ev": 0.723
}



No. 6
{
  "formula": "C3H5N3S",
  "method": "the ωB97M-V functional and the def2-TZVPD basis",
  "elements": ["S", "N", "C", "C", "C", "N", "N", "H", "H", "H", "H", "H"],
  "positions_angstrom": [[2.3877, -0.2300, -0.1958], [1.0716, 0.7371, 0.2658], [-0.2630, 0.3222, 0.1009], [-1.4066, 1.1469, -0.0562], [-2.4428, 0.2498, -0.0978], [-1.9388, -0.9607, -0.0140], [-0.5852, -0.9730, 0.1325], [2.7289, -0.7277, 1.0782], [1.2818, 1.7252, 0.1125], [-1.4263, 2.2087, -0.2006], [-3.5599, 0.4110, -0.1487], [-2.3866, -1.8735, -0.0793]],
  "forces_ev_per_a": [[0.1, -0.6, 1.4], [0.1, 0.5, -0.3], [0.2, -0.6, -0.1], [0.6, -0.2, 0.0], [-2.5, 1.3, -0.3], [0.9, -2.1, 0.3], [0.0, 0.9, -0.2], [-0.3, 0.5, -1.3], [-0.5, -0.6, 0.2], [-0.1, 0.2, 0.2], [1.6, -0.2, -0.1], [0.1, 0.8, 0.1]],
  "e_homo_ev": -8.408,
  "de_lowest_kj_mol": 136.8,
  "mol_weight_g_mol": 115.2,
  "lumo_ev": 0.981
}



No. 7
{
  "formula": "C3H5N3S",
  "method": "the ωB97M-V functional and the def2-TZVPD basis",
  "elements": ["H", "N", "C", "N", "C", "S", "C", "N", "H", "H", "H", "H"],
  "positions_angstrom": [[2.6086, 0.9116, 0.0210], [1.8855, 1.7158, 0.0810], [0.7015, 1.2939, -0.2365], [0.1348, -0.0813, -0.0484], [0.7414, -1.2900, -0.1090], [2.3886, -1.3877, -0.0217], [-1.3280, -0.1221, 0.0749], [-2.0849, -1.0714, -0.1080], [-3.1588, -0.8682, 0.0183], [-0.0608, 2.0882, -0.3756], [-0.0180, -2.1301, 0.1579], [-1.8100, 0.9414, 0.5461]],
  "forces_ev_per_a": [[-1.6, 1.3, 0.8], [-0.7, -2.4, -2.3], [1.5, 0.2, 2.5], [-2.4, 1.1, -1.4], [0.6, -0.4, 2.1], [-0.7, -1.0, -0.6], [-0.4, 5.2, 2.0], [-2.7, -1.6, -0.6], [3.1, -0.3, 0.0], [0.1, -1.0, 0.0], [1.5, 1.2, -1.0], [1.8, -2.5, -1.5]],
  "e_homo_ev": -8.770,
  "de_lowest_kj_mol": 275.8,
  "mol_weight_g_mol": 115.2,
  "lumo_ev": -0.349
}



No. 8
{
  "formula": "C3H5N3S",
  "method": "the ωB97M-V functional and the def2-TZVPD basis",
  "elements": ["C", "N", "C", "N", "N", "C", "S", "H", "H", "H", "H", "H"],
  "positions_angstrom": [[0.1783, 1.6024, -0.0468], [0.2167, 0.2866, -0.0156], [1.2553, -0.5971, -0.0771], [0.9280, -1.7836, -0.0805], [-0.4377, -1.7624, -0.0060], [-1.0126, -0.5042, 0.1154], [-2.7528, -0.3553, -0.0905], [-0.5142, 1.8335, 0.7914], [-0.2205, 2.1018, -0.8760], [1.0590, 2.0810, 0.3778], [2.2654, -0.2296, -0.3807], [-0.9647, -2.6732, 0.2886]],
  "forces_ev_per_a": [[-0.5, 5.4, 3.7], [-3.1, -6.5, 0.1], [2.4, 4.4, -1.5], [-1.5, -3.9, 0.4], [-1.8, -1.7, 1.8], [1.1, -1.6, -2.1], [2.8, 0.8, 0.8], [-0.1, 0.6, -0.6], [-0.2, 0.4, -1.7], [0.5, -0.1, -0.7], [-0.9, -0.4, 0.8], [1.4, 2.6, -1.1]],
  "e_homo_ev": -8.228,
  "de_lowest_kj_mol": 202.5,
  "mol_weight_g_mol": 115.2,
  "lumo_ev": 0.673
}



No. 9
{
  "formula": "C3H5N3S",
  "method": "the ωB97M-V functional and the def2-TZVPD basis",
  "elements": ["C", "S", "C", "N", "C", "N", "N", "H", "H", "H", "H", "H"],
  "positions_angstrom": [[-2.4525, 0.8649, 0.1944], [-1.5503, -0.7415, -0.1867], [0.1798, -0.2132, 0.1439], [0.6640, 1.0990, -0.1816], [1.9946, 0.9256, -0.0451], [2.2692, -0.3493, 0.0781], [1.1623, -1.0929, 0.1683], [-2.2524, 1.0616, 1.4669], [-2.1907, 1.8544, -0.4554], [-3.5429, 0.8143, 0.0437], [2.5653, 1.9692, -0.3183], [3.2252, -0.8969, 0.0389]],
  "forces_ev_per_a": [[1.2, 2.3, 2.4], [0.6, 1.8, 0.5], [0.1, 1.5, -2.8], [0.1, -2.1, 2.3], [-1.6, 5.0, -2.4], [4.0, -2.7, 0.2], [-1.1, -0.4, 0.9], [-0.7, -0.2, -4.1], [0.1, -2.7, 1.7], [0.5, -0.8, 0.2], [-0.5, -3.5, 1.0], [-2.8, 1.9, 0.3]],
  "e_homo_ev": -8.603,
  "de_lowest_kj_mol": 263.5,
  "mol_weight_g_mol": 115.2,
  "lumo_ev": 0.814
}



No. 10
{
  "formula": "C3H5N4S",
  "method": "the ωB97M-V functional and the def2-TZVPD basis",
  "elements": ["C", "C", "C", "N", "N", "N", "N", "S", "H", "H", "H", "H", "H"],
  "positions_angstrom": [[2.1285, 0.2636, 0.9613], [-1.5137, 0.1833, -1.1490], [-1.8681, 0.0931, 0.2918], [2.8812, -0.0766, -0.1194], [1.1082, -0.5908, 1.1267], [2.2366, -1.0804, -0.7225], [1.1789, -1.3860, 0.0002], [-1.8999, 1.7944, -0.4197], [2.2916, 1.1164, 1.6112], [-0.5128, 0.1431, -1.4300], [-2.1654, -0.2727, -1.8176], [-0.9507, -0.2500, 0.9812], [-2.9143, 0.0626, 0.6858]],
  "forces_ev_per_a": [[0.2, -1.5, -0.8], [-1.4, 0.5, 1.6], [1.7, 0.1, 1.9], [-0.2, 1.2, 0.3], [0.4, 0.2, -1.9], [-0.6, 0.4, 1.7], [0.1, -0.1, 0.8], [0.3, 0.4, -0.1], [0.3, -0.3, -0.1], [1.6, -0.5, 0.0], [-1.3, -0.3, -1.3], [-2.2, 1.1, -1.3], [1.1, -1.2, -0.8]],
  "total_charge": -1,
  "e_homo_ev": -5.014,
  "de_lowest_kj_mol": 177.2,
  "mol_weight_g_mol": 129.2,
  "lumo_ev": 3.301
}